Computed, not measured: a molecular structure, C5H15N3O, with the ωB97M-V functional and the def2-TZVPD basis.

Largest force on an atom   2.12 eV/A
DFT total energy   -11943.417 eV
Energy relative to the best compared isomer or geometry (same formula, charge and spin)   76.9 kcal/mol

The geometry in ORCA input format:
```
! RIJCOSX wB97M-V def2-TZVPD def2/J DEFGRID3
* xyz 0 1
C 1.231 0.624 -0.781
C 2.402 1.145 -1.612
C 0.351 -0.324 -1.614
N 0.503 1.747 -0.201
H 1.645 0.059 0.065
H 0.102 2.323 -0.935
H -0.253 1.404 0.389
H 3.004 0.326 -2.009
H -0.528 -0.632 -1.044
H 2.033 1.730 -2.459
H 3.036 1.791 -1.006
H -0.014 0.186 -2.509
H 0.905 -1.209 -1.944
C -2.732 -0.094 0.945
C -0.213 -1.188 2.051
N 0.047 -2.241 1.290
O -1.431 0.090 1.431
N 0.004 -0.594 3.083
H -0.687 -2.918 1.136
H 0.608 -2.067 0.468
H -0.702 0.247 2.852
H -3.211 0.881 0.784
H -3.365 -0.665 1.642
H -2.733 -0.623 -0.020
*
```